(1)
Below is a structure of composition C26H25BFMoN9O2S4Sb at a distorted geometry, with properties calculated with ωB97M-V with the def2-TZVPD basis set.

Element x y z (Å)
Mo 1.0207 0.2583 0.5345
C -0.9629 4.0770 -0.2816
C -0.7179 2.9365 0.4713
N 0.1047 2.1226 -0.1872
N 0.3920 2.7045 -1.3773
C -0.2208 3.8962 -1.4335
B 1.4455 1.9932 -2.2862
N 0.9685 0.5353 -2.5420
C 0.7379 -0.0960 -3.7021
C 0.4763 -1.4263 -3.4307
C 0.5751 -1.5294 -2.0465
N 0.8636 -0.3394 -1.5277
N 2.7527 1.8994 -1.4841
C 3.9656 2.4377 -1.6923
C 4.8120 2.0247 -0.6866
C 4.0343 1.2148 0.1386
N 2.7969 1.1479 -0.3496
N 1.6176 2.6449 -3.6432
C 0.7743 3.3794 -4.4158
C 1.3661 3.5620 -5.6384
C 2.5916 2.8797 -5.5319
N 2.7330 2.3228 -4.3456
H -1.5577 4.9319 -0.0155
H -1.0575 2.6647 1.4577
H -0.0661 4.5719 -2.2544
H 0.8104 0.4312 -4.6379
H 0.2652 -2.2081 -4.1376
H 0.4932 -2.3854 -1.3985
H 4.1456 3.0494 -2.5570
H 5.8527 2.2648 -0.5655
H 4.2861 0.6903 1.0554
H -0.2070 3.6695 -4.0859
H 0.9683 4.0981 -6.4819
H 3.3697 2.7668 -6.2697
S 1.9997 -1.3763 6.1029
Sb 2.8217 -1.6496 3.9712
S 1.7921 1.6308 2.3015
S 0.7409 0.0848 3.0027
S 4.4798 -0.1466 3.5749
C -0.2828 -4.2245 5.3807
O -0.6103 -3.6755 4.1013
C -1.4520 -2.6135 4.0680
C -1.8195 -1.8523 5.1643
C -2.7186 -0.8115 4.9911
C -3.2665 -0.5321 3.7476
C -2.8865 -1.2690 2.6409
C -1.9692 -2.2963 2.8002
N -1.5824 -3.1918 1.7793
C -1.8543 -3.2513 0.5146
C -2.2740 -2.2113 -0.3703
C -3.1042 -2.5772 -1.4502
C -3.5290 -1.6470 -2.3618
C -3.0855 -0.3233 -2.2275
C -2.2139 0.0490 -1.2321
C -1.7527 -0.8906 -0.2907
O -0.8390 -0.6057 0.6008
H 0.2833 -5.1292 5.1783
H -1.1938 -4.4647 5.9326
H 0.3318 -3.5252 5.9489
H -1.3830 -2.0384 6.1321
H -2.9805 -0.2034 5.8461
H -3.9719 0.2788 3.6311
H -3.3204 -1.0564 1.6731
H -1.1284 -4.0069 2.1921
H -1.7260 -4.2409 0.0845
H -3.4288 -3.6083 -1.5294
H -4.1902 -1.9250 -3.1696
H -3.4150 0.4224 -2.9404
H -1.8475 1.0635 -1.1697
F 1.9468 -1.3767 0.7291

Calculated values
Maximum force   1.74 eV/A
⟨S²⟩   0.885
Multiplicity   2
DFT total energy   -100005.5956 eV

(2)
Below is an isolated molecule of C5H9NO at a distorted geometry, with properties calculated with ωB97M-V with the def2-TZVPD basis set.

Element x y z (Å)
C -0.6191 -1.0063 -1.0086
C -0.1748 0.1504 -0.1149
C -1.3330 1.0177 0.3366
C 0.6654 -0.3490 1.0700
O 1.9003 -0.6700 0.5337
C 1.9291 0.5065 -0.6100
N 0.8270 0.9572 -0.9114
H -1.0189 -0.6327 -1.9561
H -1.4008 -1.5874 -0.5091
H 0.2309 -1.6655 -1.2146
H -1.9894 0.4323 0.9911
H -0.9748 1.8861 0.8979
H -1.9191 1.3666 -0.5166
H 0.7648 0.4532 1.8229
H 0.1766 -1.2104 1.5260
H 2.9359 0.3512 -0.3369

Calculated values
Maximum force   3.89 eV/A
Multiplicity   1
ΔE to the lowest compared entry with this formula, charge and spin   67.4 kcal/mol

(3)
Below is a structure of composition C7H6MnN2O3 at a distorted geometry, with properties calculated with ωB97M-V with the def2-TZVPD basis set.

Element x y z (Å)
O 2.4756 -4.9504 -2.1455
C 2.4253 -3.9571 -1.3498
Mn -0.9216 -1.0426 -1.6233
C -1.9918 -2.4043 -1.4782
C -0.5097 -0.8737 -3.3031
O -2.9808 -2.8532 -1.1261
O -0.4453 -0.2346 -4.2473
C 1.1736 1.8782 2.5333
N 0.3390 1.3634 1.4201
C -0.8892 1.9720 0.9293
C -1.3605 1.2781 -0.0383
N -0.2681 0.0758 -0.1564
C 0.5976 0.2563 0.7011
H 1.5896 2.8803 2.3668
H 0.6625 1.9256 3.5035
H 2.0050 1.1953 2.6378
H -1.2486 2.7789 1.3145
H -2.0459 1.1402 -0.7138
H 1.3933 -0.4282 0.7754

Calculated values
Maximum force   11.92 eV/A
Net charge   +2
⟨S²⟩   8.770
Multiplicity   6
ΔE to the lowest compared entry with this formula, charge and spin   25.2 kcal/mol

(4)
Below is a structure of composition C17H43F3GaO4, with properties calculated with ωB97M-V with the def2-TZVPD basis set.

Element x y z (Å)
F -4.8283 0.4177 5.2256
C -3.4466 0.4041 5.2955
F -3.0793 -0.0878 4.0435
F -3.1720 -0.6503 6.1434
Ga -2.5760 2.2330 5.7742
H -0.9961 2.0265 5.5667
H -3.1504 3.2990 4.7380
H -2.9717 2.5405 7.2963
C -0.8540 2.2962 0.2868
C -2.1119 1.9910 1.0812
O -2.8181 3.1436 1.4942
C -3.3142 3.9869 0.4828
C -4.3083 3.3176 -0.4544
H -0.2025 2.9522 0.8670
H -0.3103 1.3733 0.0769
H -1.0630 2.7797 -0.6691
H -1.8583 1.4902 2.0156
H -2.7648 1.3110 0.5181
H -2.4960 4.4346 -0.0988
H -3.8069 4.7968 1.0229
H -3.8431 2.5290 -1.0480
H -4.7184 4.0553 -1.1473
H -5.1290 2.8793 0.1150
C 0.9709 -3.5554 0.6558
C 1.0205 -2.9722 2.0595
O 0.4157 -1.7048 2.1849
C -0.9663 -1.6396 1.8553
C -1.8490 -2.5866 2.6465
H 1.4196 -2.8722 -0.0665
H 1.5291 -4.4929 0.6263
H -0.0526 -3.7670 0.3405
H 2.0594 -2.8134 2.3538
H 0.5899 -3.6826 2.7759
H -1.1014 -1.8041 0.7777
H -1.2542 -0.6119 2.0705
H -1.5999 -3.6345 2.4612
H -2.8885 -2.4358 2.3551
H -1.7709 -2.3812 3.7132
C 1.5190 6.2556 -0.9493
C 1.6666 4.7562 -1.1398
O 0.8074 4.2120 -2.1270
C 0.9756 4.7027 -3.4413
C 2.3505 4.4391 -4.0331
H 0.4826 6.5106 -0.7250
H 2.1404 6.5794 -0.1135
H 1.8314 6.8187 -1.8306
H 1.3862 4.2388 -0.2233
H 2.7111 4.4972 -1.3504
H 0.7414 5.7732 -3.4916
H 0.2166 4.1820 -4.0263
H 3.1358 4.9815 -3.5050
H 2.3700 4.7624 -5.0751
H 2.5847 3.3745 -3.9959
C 4.4065 -5.9348 -3.6305
C 3.9730 -5.4157 -2.2697
O 2.7480 -4.7096 -2.2836
C 1.6093 -5.4398 -2.7030
C 1.3004 -6.6592 -1.8513
H 4.4530 -5.1196 -4.3538
H 5.3970 -6.3857 -3.5528
H 3.7274 -6.6969 -4.0154
H 4.7003 -4.6921 -1.9007
H 3.9409 -6.2371 -1.5439
H 1.6995 -5.7263 -3.7580
H 0.7895 -4.7247 -2.6332
H 2.0757 -7.4232 -1.9265
H 0.3631 -7.1082 -2.1828
H 1.1941 -6.3766 -0.8037

Calculated values
Maximum force   0.34 eV/A
Net charge   -1
Multiplicity   1
DFT total energy   -87043.5354 eV

(5)
Below is a cluster of 3 separate species, C6H12 in total, with properties calculated with ωB97M-V with the def2-TZVPD basis set.

Element x y z (Å)
C 2.3561 0.9955 0.1655
C 2.3395 -0.3267 0.0330
C -0.4789 -1.7770 -1.0327
C -1.0645 -1.7790 0.3501
C -1.6541 -1.2517 -0.9245
C -1.3255 1.8764 0.4278
H 2.9061 1.6336 -0.5232
H -0.5344 1.2959 -0.0561
H 1.8184 1.4958 0.9694
H 1.7846 -0.9638 0.7190
H 2.8767 -0.8287 -0.7702
H 0.3746 -2.0430 -1.6382
H -0.6861 -1.0731 1.0983
H -1.4428 -2.7101 0.7825
H -2.5011 -0.7531 -1.3692
H -2.0823 1.1945 0.8259
H -1.7849 2.5479 -0.3025
H -0.9013 2.4668 1.2450

Calculated values
Maximum force   0.35 eV/A
Multiplicity   1
ΔE to the lowest compared entry with this formula, charge and spin   96.2 kcal/mol

(6)
Below is an isolated molecule of C4H7NO2, with properties calculated with ωB97M-V with the def2-TZVPD basis set.

Element x y z (Å)
O -1.8059 -1.7135 -0.4575
N -1.7856 -0.6186 0.4656
C -0.7729 0.0904 0.1968
C -0.1948 1.3284 0.8367
C 1.1667 0.9137 0.2079
C 0.4484 -0.1296 -0.6768
O 1.0307 -1.4047 -0.6572
H -1.5666 -2.4678 0.0939
H -0.2517 1.3815 1.9265
H -0.6059 2.2505 0.4133
H 1.8181 0.4095 0.9263
H 1.7269 1.6868 -0.3209
H 0.2841 0.2304 -1.7017
H 0.5086 -1.9571 -1.2529

Calculated values
Maximum force   0.61 eV/A
Multiplicity   1
ΔE to the lowest compared entry with this formula, charge and spin   80.4 kcal/mol

(7)
Below is a structure of composition C18H22NO14PSSi2 at a distorted geometry, with properties calculated with ωB97M-V with the def2-TZVPD basis set.

Element x y z (Å)
C 2.7493 1.3802 -1.7939
C 2.3408 0.4167 -2.8722
O 2.1166 0.7823 -3.9980
O 2.2888 -0.8744 -2.4692
C 1.2035 -1.6313 -3.0012
C 0.2687 -2.0293 -1.8545
C -0.8241 -0.9473 -1.7097
Si -2.3408 -1.3825 -2.7243
O -3.6839 -0.3848 -2.4266
Si -3.4509 1.1475 -1.9491
O -4.9050 1.6257 -1.1525
C -4.6777 1.9628 0.0699
N -4.4355 2.3236 1.1478
P -3.1674 2.5583 -3.6552
O -4.5888 2.9823 -4.2199
O -2.5951 3.9055 -2.9803
S -1.9478 1.8895 -4.9881
H 3.1100 0.8811 -0.9031
H 3.6003 1.9124 -2.2011
H 1.9586 2.0845 -1.5845
H 1.6185 -2.5323 -3.4318
H 0.6305 -1.0903 -3.7404
H 0.8607 -2.0608 -0.9501
H -0.2038 -2.9788 -2.0772
H -0.4142 -0.0159 -2.0960
H -1.1179 -0.7738 -0.6783
H -1.9755 -1.4589 -4.1526
H -2.7507 -2.7334 -2.3549
H -2.3780 1.3567 -0.9796
H -4.4746 3.3115 -5.1181
H -1.6486 3.9261 -3.1587
C 4.0295 3.2879 1.6606
C 4.2064 4.1549 2.6668
C 4.1699 3.7184 4.1051
O 4.3573 4.5589 4.9614
C 3.9091 2.3169 4.3928
C 3.7292 1.4526 3.3865
C 3.7915 1.8857 1.9498
O 3.6346 1.0387 1.0885
O 3.4864 0.1630 3.5821
O 4.4254 5.4455 2.4709
H 4.0561 3.5907 0.6234
H 3.8687 2.0162 5.4299
H 3.4011 -0.2325 2.6953
H 4.5195 5.8403 3.3582
C -0.6569 -4.3067 2.7557
C -0.8817 -4.2945 1.4362
C -2.1526 -3.7434 0.8538
O -2.2803 -3.7446 -0.3585
C -3.1646 -3.2372 1.7628
C -2.9426 -3.2518 3.0845
C -1.6611 -3.7793 3.6666
O -1.5234 -3.7444 4.8726
O -3.8253 -2.8069 3.9639
O -0.0059 -4.7625 0.5554
H 0.2540 -4.6989 3.1851
H -4.0813 -2.8580 1.3334
H -3.4170 -2.9279 4.8416
H -0.4117 -4.6337 -0.3212

Calculated values
Maximum force   1.49 eV/A
Multiplicity   1
DFT total energy   -85060.5752 eV

(8)
Below is a cluster of 2 separate species, C6H8 in total at a distorted geometry, with properties calculated with ωB97M-V with the def2-TZVPD basis set.

Element x y z (Å)
C -2.3231 0.3197 1.2886
C -1.1562 0.4944 1.0835
C 0.6897 -1.5708 1.1083
C 1.1416 -0.3099 0.7679
C -0.2047 0.6181 -1.7334
C 0.1112 0.7552 0.5834
H -3.4037 0.1781 1.4987
H 1.5227 -2.2613 1.3227
H -0.3045 -1.8594 1.2181
H 2.2260 -0.0733 0.7462
H 0.2463 1.4297 -2.3973
H 0.4627 -0.2091 -1.7296
H -1.0943 0.2233 -1.9526
H 0.4531 1.7652 0.6009

Calculated values
Maximum force   5.58 eV/A
Multiplicity   1
ΔE to the lowest compared entry with this formula, charge and spin   115.0 kcal/mol